No. 1
Density functional theory data (ωB97M-V with the def2-TZVPD basis set) for a gas-phase ion, C3H10N3 (charge +1).

Geometry as XYZ:
```
16
C3H10N3, DFT ωB97M-V with the def2-TZVPD basis set
C 0.81 1.14 -0.32
C -0.78 0.10 0.52
C 1.13 -1.27 -0.36
N -0.32 1.48 0.62
N -2.15 -0.08 0.40
N 0.25 -0.16 -0.62
H 0.89 1.63 -1.27
H 1.80 1.25 0.18
H -0.33 -0.51 1.36
H 1.44 -0.98 0.60
H 0.62 -2.19 -0.37
H 1.92 -1.33 -1.07
H -0.20 1.78 1.55
H -2.64 0.24 -0.43
H -2.33 -0.95 0.84
H -0.11 -0.13 -1.61
```

Output
F_max, eV/A: 3.50
Energy above the lowest of the compared OMol25 structures with the same formula, charge and spin, kcal/mol: 76.50
2S+1: 3
Lowest unoccupied orbital energy (alpha / beta), hartree: -0.1194 / -0.3068
Total charge: +1


No. 2
Density functional theory data (ωB97M-V with the def2-TZVPD basis set) for a molecular structure, C45H51N3O6Pt.

Geometry as XYZ:
```
106
C45H51N3O6Pt, DFT ωB97M-V with the def2-TZVPD basis set
Pt 0.15 -1.12 0.66
C -0.14 2.47 -4.91
C -0.20 1.02 -4.48
C -0.46 0.07 -5.62
O 1.04 0.69 -3.82
C 0.71 0.05 -2.61
C -0.58 0.75 -2.23
O -1.22 0.83 -3.49
C -1.47 0.12 -1.14
O -0.86 0.42 0.10
C -1.61 -1.39 -1.21
C -1.58 -2.13 -2.41
C -1.86 -3.47 -2.40
C -2.20 -4.14 -1.21
C -2.26 -3.44 -0.03
C -1.97 -2.06 -0.02
C -2.87 0.75 -1.20
C -3.26 1.62 -0.19
C -4.54 2.17 -0.19
C -5.42 1.88 -1.22
C -5.03 1.00 -2.23
C -3.76 0.44 -2.22
C 1.87 0.05 -1.59
O 1.61 -1.03 -0.75
C 2.16 1.37 -0.88
C 2.74 1.35 0.39
C 3.06 2.53 1.04
C 2.82 3.75 0.43
C 2.30 3.78 -0.86
C 1.97 2.60 -1.51
C 3.20 -0.31 -2.35
C 3.71 -1.61 -2.25
C 4.91 -1.93 -2.86
C 5.60 -0.97 -3.59
C 5.09 0.32 -3.69
C 3.89 0.65 -3.07
H 0.80 2.65 -5.45
H -0.19 3.13 -4.04
H -0.98 2.70 -5.57
H 0.21 0.29 -6.45
H -1.49 0.19 -5.95
H -0.30 -0.96 -5.30
H 0.52 -1.01 -2.77
H -0.36 1.75 -1.84
H -1.37 -1.63 -3.34
H -1.86 -4.02 -3.33
H -2.45 -5.19 -1.23
H -2.59 -3.92 0.88
H -2.21 -1.48 0.87
H -2.57 1.86 0.61
H -4.84 2.84 0.60
H -6.40 2.33 -1.24
H -5.72 0.76 -3.03
H -3.48 -0.23 -3.02
H 3.02 0.40 0.82
H 3.52 2.50 2.03
H 3.06 4.67 0.94
H 2.15 4.72 -1.36
H 1.57 2.64 -2.51
H 3.17 -2.36 -1.69
H 5.31 -2.93 -2.77
H 6.52 -1.23 -4.09
H 5.63 1.08 -4.24
H 3.52 1.66 -3.17
C 0.41 -6.51 1.05
N 0.24 -5.18 1.65
C -0.37 -5.08 2.98
C 0.59 -4.09 1.01
C 1.19 -4.20 -0.35
O 0.43 -2.97 1.60
H 0.11 -7.26 1.78
H 1.44 -6.70 0.77
H -0.22 -6.62 0.17
H -0.95 -5.98 3.17
H -1.03 -4.22 3.02
H 0.39 -4.97 3.75
H 0.61 -4.86 -0.99
H 2.20 -4.62 -0.27
H 1.27 -3.22 -0.82
C -1.73 5.21 4.13
C -1.44 4.23 5.26
N -1.00 2.91 4.78
C -1.94 1.79 4.89
C -3.03 1.82 3.83
C 0.25 2.82 4.29
O 1.03 3.75 4.22
C 0.78 1.48 3.84
C 1.93 0.99 4.45
C 2.52 -0.18 3.98
C 1.97 -0.81 2.89
N 0.88 -0.31 2.30
C 0.28 0.81 2.74
H -2.09 6.15 4.55
H -2.49 4.82 3.45
H -0.82 5.42 3.56
H -2.32 4.08 5.87
H -0.64 4.64 5.89
H -2.40 1.85 5.88
H -1.39 0.86 4.85
H -3.69 2.68 3.96
H -3.64 0.92 3.88
H -2.59 1.89 2.82
H 2.37 1.54 5.27
H 3.40 -0.59 4.45
H 2.37 -1.73 2.48
H -0.58 1.16 2.19
```

Output
F_max, eV/A: 2.37
Energy above the lowest of the compared OMol25 structures with the same formula, charge and spin, kcal/mol: 22.97
Lowest unoccupied orbital energy (alpha / beta), hartree: -0.3094 / -0.3274
Total charge: +2


No. 3
Density functional theory data (ωB97M-V with the def2-TZVPD basis set) for a single C2H8N4O molecule.

Geometry as XYZ:
```
15
C2H8N4O, DFT ωB97M-V with the def2-TZVPD basis set
N 0.10 1.92 -0.20
C 0.12 0.62 0.31
N 1.83 0.28 0.39
C -0.29 -0.54 -0.52
N -0.08 -1.85 0.00
N -2.10 -0.20 -0.50
O -2.66 -0.95 0.26
H -0.40 2.10 -1.06
H 0.43 2.59 0.49
H -0.27 0.57 1.33
H 2.31 1.11 0.04
H 1.97 -0.69 0.69
H 0.00 -0.46 -1.57
H -0.49 -1.94 0.93
H -0.48 -2.56 -0.60
```

Output
F_max, eV/A: 5.38
Energy above the lowest of the compared OMol25 structures with the same formula, charge and spin, kcal/mol: 124.57
SMILES: NC(N)[C@@H](N)N=O
Lowest unoccupied orbital energy (alpha / beta), hartree: 0.0060 / 0.0061
Total charge: 0


No. 4
Density functional theory data (ωB97M-V with the def2-TZVPD basis set) for a molecular structure, C25H17Cl2F9N4O3STa.

Geometry as XYZ:
```
62
C25H17Cl2F9N4O3STa, DFT ωB97M-V with the def2-TZVPD basis set
Ta 1.00 -1.13 -0.71
N 0.51 1.76 -4.02
C 0.54 1.19 -2.80
S 0.05 -0.50 -2.73
N 0.78 1.91 -1.76
N 0.86 1.12 -0.57
C -0.17 1.44 0.43
C -0.37 2.92 0.69
C -1.59 3.37 1.20
C -1.75 4.71 1.53
C -0.70 5.60 1.35
C 0.51 5.15 0.85
C 0.68 3.81 0.52
C 0.18 0.63 1.68
C -0.06 1.07 2.96
C 0.28 0.24 4.02
C 0.86 -0.99 3.76
C 1.08 -1.36 2.45
N 0.76 -0.56 1.43
H 0.69 1.14 -4.80
H 0.89 2.69 -4.10
H -2.41 2.68 1.35
H -2.70 5.05 1.92
H -0.83 6.64 1.60
H 1.33 5.84 0.71
H 1.63 3.49 0.11
H -0.49 2.04 3.12
H 0.11 0.56 5.04
H 1.14 -1.67 4.56
H 1.54 -2.31 2.20
Cl -7.63 -1.24 -0.99
C -5.95 -0.95 -0.75
C -5.50 0.36 -0.58
C -4.16 0.59 -0.39
C -3.26 -0.49 -0.37
C -3.73 -1.79 -0.55
C -5.07 -2.03 -0.74
C -1.84 -0.27 -0.19
O -1.46 0.99 -0.09
O -1.04 -1.24 -0.17
H -6.21 1.18 -0.61
H -3.79 1.60 -0.28
H -3.03 -2.62 -0.55
H -5.45 -3.03 -0.88
Cl 3.39 -1.28 -1.93
C 2.22 1.10 -0.12
H 2.85 1.72 -0.74
H 2.46 0.90 0.91
F 4.32 0.34 -0.64
C 3.68 -2.79 -1.60
F 2.56 -0.77 -3.78
F 4.79 -3.32 -2.03
C 2.74 -3.65 -0.76
O 1.65 -2.89 -0.45
C 2.26 -4.87 -1.60
F 1.71 -4.41 -2.72
F 1.34 -5.56 -0.93
F 3.27 -5.68 -1.91
C 3.47 -4.03 0.55
F 4.57 -4.73 0.32
F 2.66 -4.73 1.35
F 3.80 -2.90 1.19
```

Output
F_max, eV/A: 2.33
Energy above the lowest of the compared OMol25 structures with the same formula, charge and spin, kcal/mol: 242.30
Lowest unoccupied orbital energy (alpha / beta), hartree: -0.1694 / -0.1643
Total charge: +1